1.
2 unconnected molecules or ions with the total composition C2H10N in a non-equilibrium geometry, computed with the ωB97M-V functional and the def2-TZVPD basis.

Each line ends with the Mulliken charge.
Geometry (Å):
N  0.4364  1.6841  0.8018  -0.403
C  -1.0419  -0.9001  -0.1714  -1.061
C  0.4232  -1.1331  -0.7336  -0.919
H  -0.5575  1.5225  0.7644  0.362
H  -1.5852  -1.8177  -0.1455  0.344
H  0.7269  2.4353  1.4033  0.380
H  1.2839  -0.8878  -0.0065  0.385
H  -0.9877  -0.7047  0.8822  0.357
H  -1.5225  -0.1978  -0.7773  0.348
H  0.9134  2.1384  -0.0517  0.420
H  0.4637  -2.2368  -1.0015  0.284
H  0.8517  0.7674  0.7126  0.185
H  0.5955  -0.6697  -1.6768  0.318

Atoms 1-6, force components in eV/Å:
1.7 1.6 -3.2
2.6 -1.0 0.2
-0.3 -1.9 1.1
-0.7 0.5 -0.4
-0.5 -0.6 -0.5
0.2 -0.5 1.9

**Charge**: +1
**E**: -3718.396 eV
**ΔE to the lowest compared entry with this formula, charge and spin**: 23.51 kcal/mol
**E_HOMO**: -16.0 eV
**Lowest unoccupied orbital energy**: -4.30 eV
**HOMO-LUMO gap**: 11.65 eV

---

2.
2 unconnected molecules or ions with the total composition C2H10N in a non-equilibrium geometry, computed with the ωB97M-V functional and the def2-TZVPD basis.

Each line ends with the Mulliken charge.
Geometry (Å):
N  -2.1920  -0.4169  -0.1036  -0.447
C  1.1400  0.9222  -0.2502  -1.006
C  1.5200  -0.4113  0.3685  -0.816
H  -2.6424  -0.6164  0.7987  0.409
H  1.6985  -0.2863  1.4385  0.281
H  -2.6333  0.4263  -0.4550  0.397
H  2.0609  1.4855  -0.4018  0.309
H  0.7601  -1.1987  0.2722  0.273
H  -2.2970  -1.2146  -0.7352  0.400
H  -1.2105  -0.2638  0.1648  0.175
H  0.6604  0.8463  -1.2311  0.343
H  2.4330  -0.8664  -0.0046  0.318
H  0.4979  1.6268  0.2826  0.364

Atoms 1-6, force components in eV/Å:
0.0 -0.2 1.3
0.4 0.5 -0.9
-0.5 -0.3 1.0
-0.2 -0.3 -0.3
-0.1 0.0 0.0
0.1 0.3 -0.4

**Charge**: +1
**E**: -3719.166 eV
**ΔE to the lowest compared entry with this formula, charge and spin**: 5.74 kcal/mol
**E_HOMO**: -15.5 eV
**Lowest unoccupied orbital energy**: -4.44 eV
**HOMO-LUMO gap**: 11.10 eV

---

3.
2 unconnected molecules or ions with the total composition C2H10N in a non-equilibrium geometry, computed with the ωB97M-V functional and the def2-TZVPD basis.

Each line ends with the Mulliken charge.
Geometry (Å):
N  0.6088  1.1990  -1.7766  -0.459
C  -0.0564  -1.1651  0.5760  -0.917
C  -0.6970  -0.2626  1.6127  -0.702
H  -1.0356  0.6996  1.2143  0.210
H  -0.5982  -1.1325  -0.3716  0.301
H  1.0004  0.4215  -1.2301  0.285
H  -0.0948  1.6213  -1.1610  0.366
H  0.0189  0.0034  2.3915  0.275
H  1.3670  1.8302  -2.0459  0.403
H  0.0819  0.8608  -2.5851  0.393
H  1.0305  -1.0619  0.4724  0.220
H  -0.0980  -2.2434  0.7905  0.349
H  -1.5275  -0.7703  2.1129  0.277

Atoms 1-6, force components in eV/Å:
-0.4 -0.3 0.5
0.1 -1.0 -0.3
0.3 0.0 0.6
-0.2 -0.2 -0.1
0.2 0.2 -0.3
-0.1 -0.2 -0.2

**Charge**: +1
**E**: -3719.174 eV
**ΔE to the lowest compared entry with this formula, charge and spin**: 5.55 kcal/mol
**E_HOMO**: -15.6 eV
**Lowest unoccupied orbital energy**: -4.39 eV
**HOMO-LUMO gap**: 11.20 eV

---

Question: charge of number 2 (C2H10N)?
Answer: +1

---

Question: Which of these has the lowest HOMO-LUMO gap?
Answer: number 2